Record 1
Entry from OMol25: a structure of composition C21H47FNO9S2 in a non-equilibrium geometry (ωB97M-V/def2-TZVPD).

Cartesian coordinates (Å):
C (8.1912, 1.4410, 1.1144)
C (7.9803, 1.9500, -0.1000)
C (6.6775, 2.5683, -0.5191)
S (6.2791, 4.1174, 0.3285)
O (6.7906, 5.1496, -0.5500)
O (6.9307, 4.1470, 1.6127)
N (4.6720, 4.3028, 0.3688)
S (3.8874, 3.3186, 1.3563)
O (4.6533, 2.2862, 2.0122)
O (3.0546, 4.0808, 2.2488)
C (2.7011, 2.4569, 0.2774)
C (3.0969, 1.0317, 0.0318)
O (4.1339, 0.6512, -0.4461)
F (2.1712, 0.0920, 0.3555)
H (7.7617, 1.8655, 2.0071)
H (8.7846, 0.5431, 1.2254)
H (8.7672, 1.8937, -0.8373)
H (5.8820, 1.8408, -0.4648)
H (6.7747, 2.8533, -1.5595)
H (1.7527, 2.4657, 0.7986)
H (2.6095, 3.0079, -0.6469)
C (-2.7538, 2.5025, -1.0825)
C (-1.6927, 1.4345, -0.8696)
O (-1.1859, 1.3937, 0.4495)
C (-2.1428, 1.1153, 1.4527)
C (-2.8159, -0.2388, 1.3011)
H (-2.3888, 3.4777, -0.7573)
H (-3.0272, 2.5618, -2.1371)
H (-3.6615, 2.2853, -0.5158)
H (-0.8389, 1.6535, -1.5119)
H (-2.0654, 0.4481, -1.1688)
H (-2.8889, 1.9176, 1.5050)
H (-1.5938, 1.1400, 2.3941)
H (-3.4404, -0.2835, 0.4065)
H (-3.4559, -0.4414, 2.1615)
H (-2.0699, -1.0303, 1.2207)
C (-3.1943, -2.7961, -4.8413)
C (-3.5645, -2.8515, -3.3686)
O (-3.7554, -1.5806, -2.7788)
C (-4.7909, -0.7891, -3.3279)
C (-6.1686, -1.4195, -3.2120)
H (-2.3328, -2.1454, -4.9944)
H (-2.9512, -3.7945, -5.2059)
H (-4.0132, -2.4104, -5.4513)
H (-2.7488, -3.3118, -2.8114)
H (-4.4469, -3.4833, -3.2132)
H (-4.5640, -0.5294, -4.3683)
H (-4.7784, 0.1453, -2.7654)
H (-6.2545, -2.3204, -3.8220)
H (-6.9339, -0.7185, -3.5468)
H (-6.3739, -1.7004, -2.1783)
C (-8.6234, -1.2139, 2.8126)
C (-7.3651, -1.2622, 3.6636)
O (-6.3495, -0.3792, 3.2328)
C (-6.6746, 0.9976, 3.2409)
C (-7.0220, 1.5393, 4.6170)
H (-8.3785, -1.3611, 1.7600)
H (-9.3196, -1.9929, 3.1251)
H (-9.1367, -0.2550, 2.9020)
H (-6.9298, -2.2598, 3.6025)
H (-7.6036, -1.0878, 4.7192)
H (-7.4785, 1.2066, 2.5255)
H (-5.7860, 1.5078, 2.8683)
H (-7.9507, 1.1114, 4.9989)
H (-7.1486, 2.6213, 4.5748)
H (-6.2316, 1.3047, 5.3307)
C (8.0617, -3.4435, -1.7592)
C (7.6969, -3.5419, -0.2862)
O (7.4401, -2.2979, 0.3227)
C (6.3561, -1.5535, -0.2214)
C (5.0161, -2.2597, -0.1243)
H (8.8872, -2.7449, -1.9021)
H (8.3566, -4.4223, -2.1416)
H (7.2222, -3.0908, -2.3599)
H (8.5377, -3.9698, 0.2626)
H (6.8489, -4.2230, -0.1434)
H (6.5721, -1.2669, -1.2570)
H (6.3187, -0.6296, 0.3527)
H (4.9816, -3.1582, -0.7480)
H (4.2226, -1.6016, -0.4502)
H (4.8203, -2.5664, 0.9049)

Results
electronic energy: -2456.43127 Eh
spin multiplicity: 1
HOMO-LUMO gap: 0.272 hartree
net charge: -1

=====

Record 2
Entry from OMol25: a structure of composition C21H47LaOP3Se in a non-equilibrium geometry (ωB97M-V/def2-TZVPD).

Cartesian coordinates (Å):
La (-0.1803, -0.0629, 0.7554)
P (0.2631, 2.5691, 2.2365)
P (-2.8452, 1.0675, 0.4357)
P (2.7016, 0.2928, 0.4252)
H (-1.4832, -2.8071, -7.9457)
C (-0.6228, -3.4635, -7.7623)
C (-0.7844, -4.7235, -7.3366)
H (-1.7814, -5.1439, -7.1546)
C (0.3664, 4.2133, 1.4351)
C (-1.0846, 2.9386, 3.4220)
C (1.7105, 2.7347, 3.3490)
C (-3.4536, -0.0633, -0.8832)
C (-4.1204, 0.8172, 1.7231)
C (-3.3287, 2.6836, -0.2584)
C (3.0156, -0.9714, -0.8725)
C (3.8435, -0.2874, 1.7325)
C (3.6538, 1.6922, -0.2608)
H (0.3713, -3.0602, -7.9941)
H (0.0715, -5.3934, -7.1870)
H (0.3881, 4.9845, 2.2187)
H (-0.4975, 4.3686, 0.7796)
H (1.2710, 4.2806, 0.8199)
H (-0.7559, 3.7842, 4.0396)
H (-1.2873, 2.0766, 4.0683)
H (-2.0135, 3.1949, 2.8981)
H (1.5959, 3.6802, 3.8962)
H (2.6470, 2.7445, 2.7777)
H (1.7571, 1.9057, 4.0640)
H (-4.5489, -0.1142, -0.8127)
H (-3.0227, -1.0665, -0.7447)
H (-3.1484, 0.3043, -1.8715)
H (-4.9930, 1.4478, 1.5131)
H (-3.7058, 1.0803, 2.7066)
H (-4.4160, -0.2405, 1.7496)
H (-4.4236, 2.7039, -0.3529)
H (-2.8506, 2.8101, -1.2394)
H (-2.9921, 3.5000, 0.3954)
H (4.0887, -1.2112, -0.8741)
H (2.7087, -0.5938, -1.8560)
H (2.4294, -1.8777, -0.6673)
H (4.8515, -0.3639, 1.3046)
H (3.5295, -1.2692, 2.1112)
H (3.8545, 0.4082, 2.5820)
H (4.7239, 1.4371, -0.2680)
H (3.4928, 2.5936, 0.3444)
H (3.3047, 1.9021, -1.2799)
C (0.1347, 0.7600, -3.2126)
C (-0.2860, -0.5838, -3.1482)
C (-0.3419, -1.3634, -4.2985)
C (0.0227, -0.8283, -5.5394)
C (0.4528, 0.5090, -5.6134)
C (0.5100, 1.3001, -4.4678)
Se (0.1614, 1.7944, -1.6665)
H (-0.3415, -1.7835, -0.2122)
H (-0.5628, -1.0154, -2.1898)
H (-0.6671, -2.3949, -4.2269)
H (-0.0329, -1.4542, -6.4306)
H (0.7448, 0.9245, -6.5726)
H (0.8509, 2.3359, -4.5129)
C (0.4293, -3.8092, 3.2914)
C (0.3835, -2.7115, 2.2506)
O (-0.0325, -1.4032, 2.7494)
C (0.2960, -1.0029, 4.1288)
C (-0.8154, -1.3159, 5.1016)
H (1.1283, -3.5709, 4.1035)
H (0.7656, -4.7336, 2.8093)
H (-0.5685, -4.0139, 3.6962)
H (1.3729, -2.5729, 1.7861)
H (-0.3303, -2.9689, 1.4552)
H (0.4777, 0.0791, 4.0662)
H (1.2388, -1.4802, 4.4160)
H (-0.9643, -2.3939, 5.1842)
H (-0.5709, -0.9496, 6.0985)
H (-1.7554, -0.8556, 4.7924)

Results
electronic energy: -4359.58893 Eh
spin multiplicity: 1
HOMO-LUMO gap (spin up / spin down): 0.105 / 0.099 hartree
net charge: +3

=====

Record 3
Entry from OMol25: a cluster of 9 separate species, C21H47N12O5 in total in a non-equilibrium geometry (ωB97M-V/def2-TZVPD).

Cartesian coordinates (Å):
C (1.4963, 0.0419, -0.0097)
O (2.2771, 1.1368, -0.2824)
H (0.6855, -0.1411, -0.7441)
H (2.0978, -0.8865, 0.0371)
H (0.9692, 0.1445, 0.9762)
C (5.8364, 0.4299, 0.0836)
O (5.5574, 0.1559, -1.0700)
N (7.0841, 0.1517, 0.6097)
N (4.9651, 1.0572, 0.9324)
H (7.6967, -0.3406, -0.0105)
H (7.2107, 0.2117, 1.6001)
H (3.9910, 1.1752, 0.5485)
H (5.0864, 1.2679, 1.9046)
C (1.2324, 4.4922, -0.9792)
O (1.6536, 4.1386, -2.0663)
N (0.7843, 3.6279, -0.0241)
N (1.0067, 5.8365, -0.7274)
H (1.1530, 2.6448, -0.0425)
H (0.4730, 3.9692, 0.8675)
H (1.2419, 6.4624, -1.4719)
H (0.4425, 6.1390, 0.0427)
C (-0.5713, 1.4789, -3.5179)
O (0.5737, 1.2918, -3.1661)
N (-1.3767, 0.4558, -3.9739)
N (-1.1856, 2.6810, -3.2417)
H (-0.9311, -0.4160, -4.1851)
H (-2.3452, 0.5847, -4.1922)
H (-0.5850, 3.4140, -2.8962)
H (-2.1178, 2.8731, -3.5557)
C (2.3941, 2.8339, 3.4275)
O (2.4160, 3.5373, 4.4398)
N (3.1733, 3.0456, 2.3243)
N (1.6397, 1.6875, 3.3695)
H (3.9192, 3.7076, 2.4079)
H (2.9341, 2.5950, 1.4391)
H (1.1412, 1.4479, 4.2055)
H (1.6074, 1.1056, 2.5489)
C (-3.2300, 3.8020, 0.7284)
C (-2.4425, 2.5033, 0.4938)
C (-1.8029, 1.9713, 1.7584)
C (-2.7524, 1.5680, 2.7927)
N (-3.4640, 1.2846, 3.6477)
H (-3.8279, 3.6650, 1.6309)
H (-3.9206, 3.9876, -0.0944)
H (-2.5462, 4.6482, 0.7874)
H (-1.7382, 2.6503, -0.3279)
H (-3.1064, 1.7746, 0.0146)
H (-1.1451, 2.7277, 2.1912)
H (-1.1938, 1.0873, 1.5469)
C (-2.4789, -0.8296, -1.1667)
C (-2.6939, -2.1880, -1.8349)
C (-4.0639, -2.7592, -1.4252)
C (-4.1754, -3.2304, -0.0534)
N (-4.3056, -3.5712, 1.0338)
H (-3.1007, -0.1156, -1.7178)
H (-1.4431, -0.4979, -1.1701)
H (-2.8729, -0.8497, -0.1472)
H (-1.9937, -2.8648, -1.3345)
H (-2.5913, -2.2357, -2.9122)
H (-4.2890, -3.6140, -2.0733)
H (-4.8793, -2.0603, -1.6375)
C (-2.3383, -2.0507, 3.9913)
C (-1.4904, -3.0104, 3.1954)
C (-0.8452, -2.4429, 1.9321)
C (0.1654, -3.3261, 1.3558)
N (0.9321, -4.0199, 0.8734)
H (-2.7033, -2.3987, 4.9591)
H (-3.2172, -1.6265, 3.5025)
H (-1.6938, -1.2039, 4.2603)
H (-1.9681, -3.9580, 2.9386)
H (-0.6631, -3.3081, 3.8528)
H (-0.4305, -1.4429, 2.0661)
H (-1.6144, -2.4055, 1.1519)
C (1.1134, -2.7552, -2.5732)
C (1.8425, -4.0859, -2.5225)
C (0.9503, -5.3238, -2.2753)
C (-0.3773, -5.2118, -2.8685)
N (-1.4365, -5.0998, -3.2964)
H (1.7960, -1.9054, -2.6412)
H (0.5026, -2.5926, -1.6855)
H (0.5394, -2.6901, -3.5026)
H (2.5997, -4.0820, -1.7347)
H (2.4342, -4.2423, -3.4292)
H (0.8930, -5.5018, -1.2015)
H (1.4404, -6.2083, -2.6875)

Results
electronic energy: -1861.79676 Eh
spin multiplicity: 1
HOMO-LUMO gap: 0.246 hartree
net charge: -1

=====

Record 4
Entry from OMol25: a structure of composition C21H47N7OSSi3Tl in a non-equilibrium geometry (ωB97M-V/def2-TZVPD).

Cartesian coordinates (Å):
Tl (0.0363, -0.1715, 0.8793)
N (-1.4249, 0.0408, 3.2148)
C (-0.7614, 0.5269, 4.4307)
C (0.7416, 0.2679, 4.3726)
N (1.3311, 0.7520, 3.1218)
C (1.5347, 2.1958, 3.0572)
C (0.3056, 2.9045, 2.4923)
N (-0.1307, 2.3026, 1.2287)
H (-1.5686, -0.9605, 3.2710)
H (-2.3384, 0.4594, 3.0942)
H (-0.9559, 1.5921, 4.5141)
H (-1.1614, 0.0605, 5.3329)
H (1.2094, 0.7337, 5.2465)
H (0.9240, -0.8035, 4.4220)
H (2.1962, 0.2626, 2.9381)
H (1.7570, 2.6162, 4.0439)
H (2.3880, 2.3975, 2.4125)
H (-0.5197, 2.8462, 3.1957)
H (0.5474, 3.9638, 2.3692)
H (-1.0052, 2.6910, 0.9162)
H (0.5793, 2.4376, 0.5078)
N (2.9402, -3.7966, 1.4123)
C (2.4220, -2.5523, 1.3422)
S (0.8550, -2.3589, 2.0722)
N (3.2062, -1.6679, 0.7814)
N (2.7227, -0.4140, 0.5430)
C (3.6761, 0.3866, 0.2346)
C (3.6044, 1.7885, -0.2079)
C (4.8140, 2.3893, -0.5498)
C (4.8253, 3.6994, -0.9920)
C (3.6221, 4.3775, -1.0917)
C (2.4676, 3.7038, -0.7319)
N (2.4450, 2.4456, -0.2925)
H (2.4699, -4.5088, 1.9398)
H (3.8789, -3.9476, 1.0832)
H (4.6800, -0.0342, 0.2487)
H (5.7334, 1.8236, -0.4725)
H (5.7570, 4.1822, -1.2553)
H (3.5746, 5.4011, -1.4362)
H (1.5046, 4.2020, -0.8057)
C (-3.4858, -2.3054, 1.9643)
O (-2.5026, -1.6029, 1.1996)
Si (-2.6893, -1.5193, -0.4645)
C (-2.9357, -3.2789, -1.0432)
C (-4.2930, -0.6383, -0.8074)
C (-1.1383, -0.6658, -1.1303)
Si (-0.0401, -1.9209, -2.0702)
C (0.1717, -3.5263, -1.1276)
C (1.6490, -1.2850, -2.5445)
C (-0.8893, -2.2948, -3.7072)
Si (-1.5055, 0.8677, -2.1851)
C (-2.6597, 0.3938, -3.5814)
C (0.0154, 1.5849, -2.9863)
C (-2.4060, 2.2602, -1.2915)
H (-4.0436, -3.0202, 1.3540)
H (-4.2002, -1.6071, 2.4068)
H (-2.9922, -2.8662, 2.7583)
H (-4.0052, -3.4882, -1.1319)
H (-2.5090, -3.9913, -0.3337)
H (-2.4869, -3.4829, -2.0137)
H (-5.0613, -1.0567, -0.1481)
H (-4.6200, -0.8259, -1.8319)
H (-4.2701, 0.4410, -0.6485)
H (-0.3211, -3.5327, -0.1576)
H (1.2320, -3.7228, -0.9551)
H (-0.2286, -4.3588, -1.7125)
H (2.1445, -0.7492, -1.7404)
H (1.6125, -0.6283, -3.4139)
H (2.2752, -2.1451, -2.8017)
H (-1.9760, -2.3506, -3.6388)
H (-0.5325, -3.2554, -4.0911)
H (-0.6426, -1.5344, -4.4532)
H (-2.3759, -0.5338, -4.0756)
H (-2.6293, 1.1901, -4.3325)
H (-3.6923, 0.3025, -3.2464)
H (0.3083, 1.0002, -3.8615)
H (0.8649, 1.6274, -2.3054)
H (-0.2033, 2.6006, -3.3320)
H (-2.8654, 1.9502, -0.3485)
H (-3.2108, 2.6230, -1.9367)
H (-1.7457, 3.1109, -1.1164)

Results
electronic energy: -2725.98563 Eh
spin multiplicity: 1
HOMO-LUMO gap: 0.274 hartree
energy relative to the best compared isomer or geometry (same formula, charge and spin): 50.7 kJ/mol
net charge: +1